14
Properties=species:S:1:pos:R:3:lowdin_charge:R:1 method="wB97M-V/def2-TZVPD" gap_ev=10.802 e_tot_ev=-8371.9648 lumo_energy_ev=1.0 e_homo_ev=-9.8 e_above_lowest_kcal_mol=30.4 total_charge=0 largest_force_ev_per_a=0.947
O 0.910 -1.026 -1.457 -0.024
C 0.510 0.203 -0.884 -0.367
C -0.989 0.179 -0.540 -0.088
C -0.936 -0.248 0.983 -0.189
O 0.409 -0.553 1.273 -0.140
C 1.145 0.369 0.496 -0.163
H 0.635 -1.697 -0.813 0.099
H 0.812 1.003 -1.564 0.148
H -1.549 -0.451 -1.247 0.117
H -1.401 1.188 -0.605 0.106
H -1.521 -1.089 1.356 0.121
H -1.245 0.668 1.513 0.114
H 1.011 1.386 0.907 0.132
H 2.202 0.101 0.506 0.133